[1]
{"formula": "C36H55N4OP2SeSn", "method": "wB97M-V/def2-TZVPD", "molar_mass_g_mol": 819.48, "homo_ev": [-15.82, -15.27], "lumo_energy_ev": [-10.249, -9.587], "charge": 3, "energy_ha": -4996.5689, "gap_ev": [5.57, 5.68], "elements": ["C", "C", "C", "C", "C", "H", "H", "H", "N", "P", "P", "C", "H", "H", "C", "H", "C", "C", "C", "C", "C", "H", "H", "H", "C", "H", "H", "H", "C", "H", "H", "H", "C", "H", "H", "H", "C", "H", "H", "H", "C", "H", "H", "H", "C", "H", "H", "H", "C", "H", "H", "H", "C", "H", "H", "H", "C", "H", "H", "H", "C", "H", "H", "H", "C", "H", "H", "H", "Sn", "C", "O", "N", "C", "C", "C", "C", "C", "H", "C", "H", "C", "H", "H", "H", "C", "N", "C", "C", "N", "C", "C", "Se", "H", "H", "H", "H", "H", "H", "H", "H"], "coordinates": [[-1.936, -1.791, -1.612], [-1.882, 0.454, -2.336], [-2.913, -2.107, -2.559], [-2.751, 0.128, -3.420], [-3.277, -1.148, -3.510], [-3.313, -3.118, -2.567], [-3.034, 0.931, -4.107], [-3.977, -1.410, -4.310], [-1.432, -0.556, -1.516], [0.402, -2.654, -0.362], [-0.750, 2.388, -0.581], [-1.394, -2.851, -0.657], [-1.921, -2.778, 0.306], [-1.604, -3.850, -1.061], [-1.503, 1.787, -2.047], [-1.792, 2.521, -2.809], [-2.234, 3.206, 0.382], [0.534, 3.728, -1.111], [0.755, -3.640, 1.236], [1.089, -3.411, -1.982], [-1.855, 3.233, 1.872], [-1.020, 3.915, 2.072], [-2.726, 3.587, 2.442], [-1.584, 2.238, 2.242], [-2.554, 4.617, -0.125], [-1.755, 5.340, 0.076], [-2.800, 4.620, -1.195], [-3.447, 4.972, 0.413], [-3.493, 2.351, 0.188], [-4.273, 2.714, 0.875], [-3.880, 2.409, -0.837], [-3.318, 1.299, 0.425], [0.900, 4.514, 0.159], [1.227, 3.836, 0.962], [1.733, 5.194, -0.073], [0.070, 5.123, 0.536], [1.811, 3.052, -1.642], [2.289, 2.416, -0.883], [1.625, 2.462, -2.548], [2.535, 3.841, -1.908], [-0.026, 4.623, -2.218], [-0.916, 5.182, -1.911], [0.747, 5.360, -2.485], [-0.267, 4.043, -3.116], [2.609, -3.562, -1.803], [3.029, -3.955, -2.743], [3.097, -2.596, -1.596], [2.862, -4.278, -1.007], [0.805, -2.449, -3.153], [-0.270, -2.379, -3.364], [1.211, -1.441, -2.982], [1.290, -2.860, -4.053], [0.449, -4.760, -2.343], [0.957, -5.139, -3.244], [0.560, -5.518, -1.561], [-0.616, -4.665, -2.591], [-0.228, -3.224, 2.346], [-1.255, -3.555, 2.144], [0.088, -3.713, 3.281], [-0.234, -2.140, 2.515], [2.184, -3.320, 1.712], [2.307, -2.250, 1.944], [2.371, -3.889, 2.637], [2.949, -3.618, 0.982], [0.591, -5.142, 0.964], [-0.405, -5.384, 0.565], [1.366, -5.533, 0.291], [0.698, -5.674, 1.922], [0.623, 0.016, -0.257], [2.994, -0.108, -2.186], [3.833, 0.505, -2.678], [-0.986, -0.080, 1.276], [-2.131, -0.213, 1.564], [-3.236, -0.508, 2.420], [-2.996, -0.814, 3.778], [-4.563, -0.486, 1.937], [-4.074, -1.054, 4.632], [-1.967, -0.854, 4.151], [-5.626, -0.694, 2.816], [-4.748, -0.301, 0.877], [-5.389, -0.985, 4.162], [-3.883, -1.298, 5.678], [-6.650, -0.632, 2.447], [-6.227, -1.168, 4.840], [4.595, -0.953, 0.235], [4.703, 0.487, 0.409], [5.773, 1.279, 0.009], [5.568, 2.516, 0.529], [4.406, 2.455, 1.279], [3.853, 3.546, 2.062], [3.844, 1.214, 1.190], [2.263, 0.634, 1.997], [3.534, -1.240, 0.320], [5.141, -1.474, 1.041], [4.999, -1.254, -0.740], [6.566, 0.890, -0.605], [6.155, 3.411, 0.459], [4.613, 3.940, 2.750], [3.499, 4.353, 1.407], [3.009, 3.152, 2.637]]}

[2]
{"formula": "C36H56BClFO18PS", "method": "wB97M-V/def2-TZVPD", "molar_mass_g_mol": 905.13, "homo_ev": -8.22, "lumo_energy_ev": 0.364, "smiles": "CCOCCOC[C@@]1(P(C)O)[C@@H](F)OS(=O)(=O)[C@@](COc2ccccc2)(c2ccccc2)[C@]1(B(O)OC)[C@H](Cl)CC.COC(=O)OC.COC(=O)OC.COC(=O)OC", "energy_ha": -4083.9865, "gap_ev": 8.59, "elements": ["C", "C", "O", "C", "C", "O", "C", "C", "P", "C", "O", "C", "F", "O", "S", "O", "O", "C", "C", "O", "C", "C", "C", "C", "C", "C", "C", "C", "C", "C", "C", "C", "C", "B", "O", "O", "C", "C", "Cl", "C", "C", "H", "H", "H", "H", "H", "H", "H", "H", "H", "H", "H", "H", "H", "H", "H", "H", "H", "H", "H", "H", "H", "H", "H", "H", "H", "H", "H", "H", "H", "H", "H", "H", "H", "H", "H", "H", "H", "H", "C", "O", "C", "O", "O", "C", "H", "H", "H", "H", "H", "H", "C", "O", "C", "O", "O", "C", "H", "H", "H", "H", "H", "H", "C", "O", "C", "O", "O", "C", "H", "H", "H", "H", "H", "H"], "coordinates": [[3.862, -2.160, 3.028], [3.926, -3.298, 1.905], [3.161, -2.976, 0.742], [3.958, -2.708, -0.413], [3.720, -1.300, -1.065], [2.362, -1.029, -1.401], [1.739, -0.228, -0.368], [0.198, 0.000, -0.604], [-0.232, -0.276, -2.464], [-0.110, -2.075, -2.937], [0.943, 0.486, -3.437], [-0.508, -1.279, 0.030], [0.331, -2.416, 0.021], [-0.944, -1.201, 1.378], [-2.107, -0.028, 1.626], [-3.353, -0.789, 1.482], [-2.020, 0.320, 3.043], [-1.911, 1.334, 0.395], [-2.902, 0.866, -0.750], [-4.306, 1.118, -0.412], [-5.132, 0.154, -0.987], [-6.016, -0.629, -0.108], [-6.913, -1.624, -0.680], [-6.934, -1.842, -2.126], [-6.065, -1.034, -2.976], [-5.141, -0.034, -2.437], [-2.481, 2.732, 0.850], [-2.500, 3.226, 2.226], [-3.025, 4.538, 2.626], [-3.594, 5.458, 1.653], [-3.599, 4.999, 0.265], [-3.064, 3.707, -0.108], [-0.350, 1.411, -0.057], [0.377, 1.744, 1.391], [0.882, 0.779, 2.280], [0.497, 3.072, 1.894], [1.631, 3.230, 2.776], [0.017, 2.672, -0.919], [-0.935, 2.934, -2.508], [1.495, 2.903, -1.386], [2.429, 3.746, -0.393], [3.180, -1.327, 2.710], [3.385, -2.595, 3.955], [4.879, -1.816, 3.344], [3.418, -4.192, 2.377], [4.981, -3.616, 1.710], [5.064, -2.826, -0.274], [3.656, -3.470, -1.196], [4.293, -1.305, -2.040], [4.194, -0.483, -0.447], [2.374, 0.696, -0.292], [1.974, -0.765, 0.602], [-0.979, -2.625, -2.473], [-0.222, -2.185, -4.051], [0.828, -2.604, -2.637], [0.490, 0.820, -4.234], [-1.382, -1.655, -0.585], [-2.891, -0.247, -0.937], [-2.771, 1.329, -1.748], [-6.019, -0.450, 0.997], [-7.578, -2.225, -0.024], [-7.596, -2.611, -2.575], [-6.063, -1.164, -4.087], [-4.473, 0.612, -3.049], [-2.057, 2.639, 3.056], [-2.984, 4.847, 3.702], [-3.987, 6.427, 2.023], [-4.038, 5.676, -0.512], [-3.167, 3.459, -1.195], [0.428, 0.784, 3.141], [2.583, 2.800, 2.386], [1.351, 2.849, 3.797], [1.793, 4.339, 2.894], [-0.276, 3.619, -0.382], [1.462, 3.614, -2.265], [2.038, 2.024, -1.808], [3.193, 4.320, -0.988], [3.002, 3.039, 0.262], [1.803, 4.472, 0.196], [6.757, -8.938, -2.432], [5.475, -9.006, -1.810], [4.883, -7.818, -1.642], [5.337, -6.749, -1.964], [3.700, -8.024, -1.053], [2.953, -6.832, -0.811], [7.137, -9.955, -2.515], [6.677, -8.515, -3.434], [7.451, -8.357, -1.823], [2.721, -6.325, -1.749], [3.495, -6.167, -0.138], [2.017, -7.118, -0.334], [3.103, 7.601, -5.687], [1.690, 7.714, -5.526], [1.075, 6.557, -5.249], [1.608, 5.483, -5.133], [-0.234, 6.802, -5.125], [-1.019, 5.647, -4.827], [3.489, 8.595, -5.906], [3.568, 7.244, -4.767], [3.345, 6.942, -6.521], [-0.717, 5.212, -3.874], [-0.941, 4.912, -5.629], [-2.058, 5.963, -4.748], [-2.897, -0.768, 5.272], [-2.207, -1.326, 6.397], [-2.732, -2.465, 6.856], [-3.699, -3.029, 6.413], [-1.994, -2.872, 7.899], [-2.444, -4.088, 8.494], [-2.387, 0.143, 4.993], [-2.871, -1.453, 4.427], [-3.927, -0.521, 5.537], [-2.401, -4.907, 7.775], [-3.456, -3.973, 8.886], [-1.775, -4.317, 9.322]]}